No. 1
ORCA calculation (the ωB97M-V functional and the def2-TZVPD basis) on the ion C5H10NO2 with charge -1 at a distorted geometry.

Geometry as ORCA input:
```
! wB97M-V def2-TZVPD RIJCOSX def2/J DEFGRID3
* xyz -1 1
O 1.68189 0.04467 -2.01512
O 1.05319 -0.74672 1.01501
N -1.07017 -0.16421 0.28391
C 0.25544 -0.12539 -1.81820
C -0.46077 0.68960 -0.71172
C -0.90245 -1.74426 2.04715
C -0.20583 -0.80989 1.03878
C 0.40061 1.82302 -0.08137
H 0.20988 1.79575 0.99251
H -0.15470 0.01012 -2.81169
H 1.46053 1.59511 -0.10460
H -1.61405 -2.30440 1.44346
H 0.21578 2.81319 -0.50046
H -1.29202 1.21077 -1.17357
H -1.46661 -1.15495 2.77302
H -0.19735 -2.41446 2.53631
H 0.09192 -1.17825 -1.57823
H 1.99471 0.66031 -1.33519
*
```

Relative energy (zero: lowest compared OMol25 entry of this formula, charge and spin) = 37.1 kcal/mol
Max |F| = 1.14 eV Å⁻¹
SMILES = C/C([O-])=N/[C@@H](C)CO
HOMO level = -3.4 eV

---

No. 2
ORCA calculation (the ωB97M-V functional and the def2-TZVPD basis) on an isolated molecule of C2H5N3 at a distorted geometry.

Geometry as ORCA input:
```
! wB97M-V def2-TZVPD RIJCOSX def2/J DEFGRID3
* xyz 0 1
N -0.73168 1.14732 0.39046
N 1.33925 -1.66548 -0.09326
N -0.58759 2.39411 0.44256
C 0.32816 -0.98823 0.14102
C -0.08490 0.36741 -0.61998
H -0.98152 0.21991 -1.36268
H -1.23669 2.92812 1.21883
H 1.36117 -2.34758 0.57599
H 0.67539 1.00281 -1.00685
H -0.25072 -1.22875 0.95286
*
```

Relative energy (zero: lowest compared OMol25 entry of this formula, charge and spin) = 63.7 kcal/mol
Max |F| = 4.32 eV Å⁻¹
SMILES = [H]/N=C/C/N=N/[H]
HOMO level = -9.0 eV

---

No. 3
ORCA calculation (the ωB97M-V functional and the def2-TZVPD basis) on an isolated molecule of C14H15N3O2 at a distorted geometry.

Geometry as ORCA input:
```
! wB97M-V def2-TZVPD RIJCOSX def2/J DEFGRID3
* xyz 0 1
O -0.80601 2.80565 4.39047
O -2.62840 -1.27735 1.46119
N -0.42599 -0.75151 1.75794
N -1.13525 1.32775 2.71827
N -0.63212 0.66052 1.57779
C -1.47327 -1.63376 1.72154
C 1.71794 1.61931 -1.21896
C 0.54570 1.01741 -0.49826
C -0.39050 0.11257 -1.22375
C 2.92929 1.80797 -0.25768
C 2.12553 0.79747 -2.41176
C 1.27786 2.25317 1.55686
C 0.88416 2.68429 2.80142
C 1.29562 -0.16419 -2.98009
C -1.19338 -3.12428 1.97521
C 2.54067 2.73198 0.88646
C -0.40087 2.26947 3.36505
C -0.02092 -0.46706 -2.40588
C 0.35128 1.32246 0.83528
H -0.76151 -3.17502 2.94785
H 1.39410 2.56248 -1.64687
H -0.71754 -1.20600 -2.83337
H -2.09180 1.19724 3.03039
H 3.09254 0.95711 -2.90094
H 2.42036 3.70074 0.45989
H 3.37901 2.81274 1.57348
H 3.77561 2.25861 -0.80966
H -0.58252 -3.53855 1.17773
H -2.12525 -3.73393 2.03349
H 0.52780 -1.11325 1.89356
H -1.34106 -0.18005 -0.79814
H 1.49970 3.32196 3.39746
H 3.23407 0.85652 0.22777
H 1.72718 -0.72045 -3.81173
*
```

Relative energy (zero: lowest compared OMol25 entry of this formula, charge and spin) = 79.2 kcal/mol
Max |F| = 3.13 eV Å⁻¹
SMILES = CC(=O)NN1NC(=O)C=C2CC[C@H]3C=CC=CC3=C21
HOMO level = -7.8 eV

---

- Among the records above, which one has the highest relative energy (zero: lowest compared OMol25 entry of this formula, charge and spin)?
  C14H15N3O2

---

- Which of these has the highest max |F|?
  C2H5N3